Entry w
{"formula": "C66H55N11O22", "method": "ωB97M-V with the def2-TZVPD basis set", "species": ["O", "N", "O", "C", "C", "C", "C", "C", "C", "H", "H", "H", "H", "H", "O", "N", "O", "C", "C", "C", "C", "C", "C", "H", "H", "H", "H", "H", "O", "N", "O", "C", "C", "C", "C", "C", "C", "H", "H", "H", "H", "H", "O", "N", "O", "C", "C", "C", "C", "C", "C", "H", "H", "H", "H", "H", "O", "N", "O", "C", "C", "C", "C", "C", "C", "H", "H", "H", "H", "H", "O", "N", "O", "C", "C", "C", "C", "C", "C", "H", "H", "H", "H", "H", "O", "N", "O", "C", "C", "C", "C", "C", "C", "H", "H", "H", "H", "H", "O", "N", "O", "C", "C", "C", "C", "C", "C", "H", "H", "H", "H", "H", "O", "N", "O", "C", "C", "C", "C", "C", "C", "H", "H", "H", "H", "H", "O", "N", "O", "C", "C", "C", "C", "C", "C", "H", "H", "H", "H", "H", "O", "N", "O", "C", "C", "C", "C", "C", "C", "H", "H", "H", "H", "H"], "xyz": [[-4.859, -9.292, 2.225], [-4.588, -8.332, 2.920], [-4.554, -8.341, 4.143], [-4.280, -7.057, 2.251], [-3.898, -5.969, 3.009], [-3.568, -4.808, 2.321], [-3.799, -4.698, 0.957], [-4.207, -5.799, 0.219], [-4.440, -7.002, 0.875], [-3.812, -6.043, 4.082], [-3.251, -3.924, 2.859], [-3.581, -3.756, 0.472], [-4.486, -5.747, -0.825], [-4.858, -7.843, 0.343], [-4.586, 3.191, 2.387], [-4.356, 2.340, 1.564], [-3.861, 1.252, 1.821], [-4.691, 2.619, 0.170], [-4.415, 1.703, -0.818], [-4.865, 1.924, -2.118], [-5.472, 3.144, -2.409], [-5.686, 4.102, -1.425], [-5.354, 3.808, -0.120], [-3.929, 0.761, -0.592], [-4.903, 1.127, -2.843], [-5.724, 3.276, -3.456], [-6.175, 5.027, -1.698], [-5.469, 4.538, 0.669], [4.101, 6.538, -1.937], [4.111, 7.207, -0.921], [4.912, 8.090, -0.682], [3.089, 6.927, 0.075], [1.937, 6.251, -0.256], [0.962, 5.961, 0.692], [1.186, 6.431, 1.975], [2.328, 7.128, 2.351], [3.295, 7.336, 1.381], [1.820, 5.877, -1.270], [0.181, 5.264, 0.446], [0.476, 6.155, 2.753], [2.476, 7.417, 3.379], [4.222, 7.832, 1.645], [3.577, 5.674, -5.043], [2.470, 6.147, -4.884], [2.104, 7.221, -5.314], [1.495, 5.347, -4.117], [0.277, 5.918, -3.808], [-0.642, 5.148, -3.119], [-0.346, 3.858, -2.723], [0.903, 3.335, -3.010], [1.808, 4.054, -3.772], [0.015, 6.919, -4.112], [-1.575, 5.625, -2.841], [-1.002, 3.366, -2.020], [1.154, 2.315, -2.759], [2.760, 3.614, -4.028], [1.086, -4.545, 6.815], [0.784, -3.861, 5.861], [-0.295, -3.897, 5.296], [1.773, -2.911, 5.338], [3.045, -2.931, 5.846], [3.961, -1.956, 5.464], [3.599, -1.064, 4.460], [2.338, -1.123, 3.903], [1.369, -1.958, 4.415], [3.325, -3.706, 6.547], [4.893, -1.892, 6.008], [4.372, -0.388, 4.114], [2.143, -0.383, 3.136], [0.320, -1.832, 4.193], [-0.565, 2.322, 2.347], [-0.431, 2.138, 1.156], [0.071, 2.936, 0.385], [-0.863, 0.847, 0.602], [-1.041, 0.731, -0.760], [-1.509, -0.489, -1.228], [-1.800, -1.530, -0.366], [-1.614, -1.377, 1.002], [-1.156, -0.162, 1.492], [-0.784, 1.513, -1.455], [-1.717, -0.573, -2.285], [-2.219, -2.447, -0.760], [-1.838, -2.155, 1.717], [-0.983, -0.085, 2.555], [5.397, -2.707, -1.763], [5.820, -1.790, -1.099], [6.978, -1.645, -0.758], [4.849, -0.800, -0.655], [5.304, 0.408, -0.155], [4.427, 1.303, 0.440], [3.079, 0.965, 0.596], [2.654, -0.217, 0.013], [3.504, -1.086, -0.639], [6.364, 0.581, -0.022], [4.790, 2.234, 0.857], [2.430, 1.596, 1.189], [1.626, -0.524, 0.186], [3.073, -1.999, -1.023], [1.156, 1.218, -5.029], [1.698, 0.220, -5.487], [2.292, 0.196, -6.540], [1.610, -1.016, -4.715], [1.192, -0.989, -3.390], [1.015, -2.181, -2.714], [1.472, -3.363, -3.296], [1.996, -3.365, -4.581], [2.090, -2.177, -5.288], [1.022, -0.038, -2.901], [0.583, -2.206, -1.722], [1.436, -4.285, -2.726], [2.392, -4.275, -5.011], [2.343, -2.182, -6.339], [1.186, -3.249, 0.498], [0.505, -4.254, 0.461], [-0.700, -4.290, 0.616], [1.213, -5.535, 0.281], [0.628, -6.647, 0.848], [1.314, -7.846, 0.769], [2.526, -7.912, 0.091], [3.081, -6.773, -0.464], [2.451, -5.540, -0.315], [-0.377, -6.646, 1.241], [0.908, -8.744, 1.216], [2.998, -8.865, -0.109], [3.979, -6.856, -1.061], [2.877, -4.662, -0.781], [-0.240, 5.532, 8.681], [-0.689, 4.428, 8.936], [-0.655, 3.896, 10.026], [-1.314, 3.704, 7.834], [-2.175, 2.658, 8.120], [-2.735, 1.938, 7.075], [-2.438, 2.279, 5.767], [-1.537, 3.310, 5.469], [-0.940, 3.957, 6.528], [-2.500, 2.461, 9.132], [-3.495, 1.215, 7.341], [-2.958, 1.800, 4.944], [-1.233, 3.382, 4.436], [-0.252, 4.776, 6.342], [-2.955, -1.483, -4.034], [-2.692, -0.520, -4.727], [-3.091, 0.610, -4.519], [-1.863, -0.743, -5.917], [-1.541, 0.347, -6.708], [-0.765, 0.136, -7.833], [-0.276, -1.136, -8.152], [-0.598, -2.191, -7.320], [-1.347, -1.992, -6.162], [-1.956, 1.326, -6.524], [-0.503, 1.016, -8.406], [0.435, -1.200, -8.964], [-0.019, -3.102, -7.423], [-1.535, -2.841, -5.519]], "molar_mass_g_mol": 1354.221, "multiplicity": 1, "homo_energy_ev": -9.908}

Entry x
{"formula": "C66H55N11O22", "method": "ωB97M-V with the def2-TZVPD basis set", "species": ["O", "N", "O", "C", "C", "C", "C", "C", "C", "H", "H", "H", "H", "H", "O", "N", "O", "C", "C", "C", "C", "C", "C", "H", "H", "H", "H", "H", "O", "N", "O", "C", "C", "C", "C", "C", "C", "H", "H", "H", "H", "H", "O", "N", "O", "C", "C", "C", "C", "C", "C", "H", "H", "H", "H", "H", "O", "N", "O", "C", "C", "C", "C", "C", "C", "H", "H", "H", "H", "H", "O", "N", "O", "C", "C", "C", "C", "C", "C", "H", "H", "H", "H", "H", "O", "N", "O", "C", "C", "C", "C", "C", "C", "H", "H", "H", "H", "H", "O", "N", "O", "C", "C", "C", "C", "C", "C", "H", "H", "H", "H", "H", "O", "N", "O", "C", "C", "C", "C", "C", "C", "H", "H", "H", "H", "H", "O", "N", "O", "C", "C", "C", "C", "C", "C", "H", "H", "H", "H", "H", "O", "N", "O", "C", "C", "C", "C", "C", "C", "H", "H", "H", "H", "H"], "xyz": [[-3.290, 2.132, 5.256], [-3.504, 3.329, 5.466], [-4.445, 3.689, 6.162], [-2.551, 4.329, 4.986], [-1.306, 3.938, 4.433], [-0.398, 4.831, 3.845], [-0.676, 6.222, 3.873], [-1.877, 6.606, 4.410], [-2.740, 5.707, 5.019], [-1.065, 2.901, 4.254], [0.508, 4.507, 3.355], [0.111, 6.924, 3.641], [-2.042, 7.638, 4.686], [-3.624, 6.036, 5.545], [3.461, -2.757, 4.709], [2.480, -3.102, 5.320], [2.386, -4.211, 5.787], [1.322, -2.219, 5.432], [1.452, -0.847, 5.383], [0.297, -0.042, 5.368], [-0.984, -0.580, 5.343], [-1.117, -1.968, 5.404], [0.012, -2.780, 5.468], [2.418, -0.387, 5.233], [0.327, 1.023, 5.190], [-1.905, -0.018, 5.293], [-2.064, -2.479, 5.310], [-0.148, -3.841, 5.345], [-2.792, -4.011, 2.181], [-2.579, -3.809, 0.988], [-1.740, -4.521, 0.325], [-3.310, -2.750, 0.382], [-4.068, -1.904, 1.159], [-4.824, -0.885, 0.567], [-4.767, -0.717, -0.833], [-3.989, -1.559, -1.588], [-3.344, -2.641, -1.018], [-3.917, -1.800, 2.223], [-5.449, -0.199, 1.119], [-5.325, 0.093, -1.277], [-3.723, -1.466, -2.631], [-2.801, -3.310, -1.668], [-5.956, 5.021, -3.080], [-5.315, 4.263, -2.285], [-4.863, 3.222, -2.711], [-5.016, 4.677, -0.907], [-4.439, 3.774, 0.023], [-4.240, 4.183, 1.324], [-4.478, 5.451, 1.719], [-4.928, 6.385, 0.812], [-5.248, 5.980, -0.480], [-4.198, 2.756, -0.245], [-3.880, 3.440, 2.020], [-4.350, 5.677, 2.767], [-5.169, 7.371, 1.180], [-5.772, 6.749, -1.028], [4.422, -6.556, 1.908], [3.235, -6.118, 1.828], [3.005, -4.882, 1.822], [2.172, -7.135, 1.753], [2.575, -8.449, 1.595], [1.531, -9.406, 1.474], [0.187, -9.026, 1.505], [-0.098, -7.721, 1.719], [0.888, -6.784, 1.929], [3.624, -8.705, 1.603], [1.840, -10.433, 1.348], [-0.558, -9.809, 1.502], [-1.133, -7.413, 1.726], [0.615, -5.750, 2.085], [-1.862, 1.127, 1.859], [-1.575, 0.839, 0.664], [-2.034, 1.518, -0.279], [-0.707, -0.327, 0.371], [-0.238, -1.113, 1.404], [0.475, -2.273, 1.179], [0.711, -2.656, -0.162], [0.255, -1.866, -1.195], [-0.453, -0.696, -0.931], [-0.584, -0.852, 2.393], [0.855, -2.876, 1.990], [1.247, -3.586, -0.283], [0.371, -2.207, -2.213], [-0.861, -0.051, -1.695], [2.353, 3.016, -4.906], [3.435, 3.644, -5.165], [3.758, 4.220, -6.178], [4.297, 3.933, -3.916], [5.441, 4.674, -3.944], [6.280, 4.896, -2.840], [5.857, 4.399, -1.626], [4.751, 3.533, -1.557], [3.920, 3.394, -2.660], [5.715, 4.985, -4.941], [7.167, 5.510, -2.897], [6.344, 4.631, -0.690], [4.386, 3.298, -0.568], [3.018, 2.802, -2.664], [-2.035, -5.606, -2.615], [-1.308, -6.452, -2.016], [-1.822, -7.428, -1.418], [0.194, -6.327, -2.133], [0.925, -7.393, -1.720], [2.295, -7.481, -1.977], [2.968, -6.462, -2.548], [2.278, -5.313, -2.937], [0.878, -5.254, -2.751], [0.381, -8.160, -1.188], [2.802, -8.355, -1.597], [4.046, -6.513, -2.582], [2.806, -4.486, -3.387], [0.414, -4.325, -3.050], [0.512, -3.260, -5.435], [0.956, -2.078, -5.370], [2.140, -1.707, -5.610], [0.012, -1.035, -4.968], [-1.347, -1.285, -4.838], [-2.233, -0.308, -4.466], [-1.687, 0.981, -4.086], [-0.355, 1.280, -4.092], [0.440, 0.234, -4.506], [-1.896, -2.201, -5.001], [-3.306, -0.391, -4.558], [-2.284, 1.782, -3.677], [0.091, 2.238, -3.868], [1.506, 0.406, -4.464], [1.675, 4.385, 0.207], [1.044, 4.203, -0.836], [0.687, 3.168, -1.385], [0.468, 5.381, -1.519], [0.068, 6.501, -0.825], [-0.421, 7.632, -1.512], [-0.539, 7.578, -2.867], [-0.272, 6.456, -3.571], [0.195, 5.336, -2.915], [-0.005, 6.617, 0.247], [-0.642, 8.538, -0.967], [-0.945, 8.367, -3.483], [-0.446, 6.336, -4.630], [0.483, 4.487, -3.517], [3.361, -1.665, -2.722], [3.215, -0.587, -2.137], [3.073, 0.485, -2.714], [3.221, -0.610, -0.619], [2.914, 0.601, 0.094], [3.066, 0.617, 1.441], [3.345, -0.538, 2.102], [3.643, -1.695, 1.457], [3.613, -1.724, 0.049], [2.495, 1.518, -0.292], [2.881, 1.503, 2.030], [3.500, -0.469, 3.169], [3.956, -2.579, 1.993], [3.808, -2.721, -0.318]], "molar_mass_g_mol": 1354.221, "multiplicity": 1, "homo_energy_ev": -9.502}

Stability check: which of them is most stable? entry w.

Entry w
{"formula": "C5H7N2", "method": "ωB97M-V with the def2-TZVPD basis set", "species": ["C", "C", "C", "C", "C", "N", "N", "H", "H", "H", "H", "H", "H", "H"], "xyz": [[0.453, 0.205, -1.552], [-0.050, 0.369, -0.192], [0.256, -1.188, -0.153], [-1.237, 1.029, 0.717], [0.237, 1.293, 1.035], [0.678, -1.112, -1.512], [0.266, -1.888, 0.821], [0.455, 0.802, -2.433], [-1.948, 1.848, 0.482], [-1.805, 0.290, 1.460], [0.676, 0.740, 1.865], [0.606, 2.272, 0.790], [1.079, -1.720, -2.229], [0.333, -2.939, 0.901]], "total_charge": 1, "molar_mass_g_mol": 95.125, "multiplicity": 1, "homo_energy_ev": -14.881}

Entry x
{"formula": "C5H7N2", "method": "ωB97M-V with the def2-TZVPD basis set", "species": ["C", "C", "N", "C", "C", "N", "C", "H", "H", "H", "H", "H", "H", "H"], "xyz": [[1.616, 1.486, -0.107], [1.443, 0.185, -0.063], [1.192, -1.009, 0.139], [0.115, -1.789, -0.057], [-1.122, -1.174, -0.048], [-1.339, 0.067, -0.294], [-1.739, 1.181, 0.119], [1.913, 1.904, -1.120], [1.785, 2.151, 0.713], [1.985, -1.582, 0.205], [0.217, -2.804, 0.039], [-2.067, -1.836, -0.212], [-1.746, 2.140, -0.364], [-2.252, 1.079, 1.049]], "total_charge": 1, "molar_mass_g_mol": 95.125, "multiplicity": 1, "homo_energy_ev": -12.797}

Entry y
{"formula": "C5H7N2", "method": "ωB97M-V with the def2-TZVPD basis set", "species": ["C", "C", "C", "C", "C", "N", "N", "H", "H", "H", "H", "H", "H", "H"], "xyz": [[0.369, -1.769, 0.072], [1.410, -1.982, 0.971], [0.171, -0.456, -0.328], [-1.403, 1.670, -0.102], [-0.317, 0.754, -0.802], [1.840, 0.259, 0.788], [1.989, -0.806, 1.270], [-0.297, -2.602, -0.380], [1.789, -2.856, 1.455], [-2.255, 1.663, -0.842], [-1.077, 2.697, 0.005], [-1.933, 1.397, 0.820], [0.437, 1.510, -1.059], [-0.725, 0.520, -1.868]], "total_charge": 1, "molar_mass_g_mol": 95.125, "multiplicity": 1, "homo_energy_ev": [-14.230, -13.995]}

Stability check: which of them is most stable? entry w.

Entry w
{"formula": "C5H7N2", "method": "ωB97M-V with the def2-TZVPD basis set", "species": ["C", "C", "C", "C", "C", "N", "N", "H", "H", "H", "H", "H", "H", "H"], "xyz": [[0.655, -1.212, -0.502], [1.219, 0.003, 0.115], [-1.162, -0.014, -0.454], [2.565, 0.129, 0.071], [-2.507, 0.211, 0.042], [-0.660, -1.156, -0.705], [0.330, 0.907, 0.300], [1.367, -2.046, -0.593], [2.963, 1.024, 0.636], [3.235, -0.621, -0.319], [-3.343, 0.188, -0.633], [-2.591, 1.165, 0.590], [-2.558, -0.496, 0.920], [0.487, 1.918, 0.533]], "total_charge": 1, "molar_mass_g_mol": 95.125, "multiplicity": 1, "homo_energy_ev": [-13.999, -14.553]}

Entry x
{"formula": "C5H7N2", "method": "ωB97M-V with the def2-TZVPD basis set", "species": ["C", "C", "C", "C", "C", "N", "N", "H", "H", "H", "H", "H", "H", "H"], "xyz": [[0.518, -1.244, -0.251], [-0.505, -0.216, -0.021], [-0.161, 1.007, -0.114], [-1.831, -0.907, -0.013], [0.049, 2.249, 0.004], [1.710, -0.870, -0.001], [2.547, -0.023, -0.002], [0.257, -2.109, -0.691], [-2.573, -0.111, 0.118], [-1.985, -1.479, 0.897], [-1.783, -1.687, -0.784], [0.444, 2.612, -0.916], [3.261, 0.155, 0.795], [0.051, 2.623, 0.980]], "total_charge": 1, "molar_mass_g_mol": 95.125, "multiplicity": 1, "homo_energy_ev": [-14.173, -14.173]}

Stability check: which of them is most stable? entry w.